No. 1
Molecular formula: C67H155F6HfN9O27S3
Method: DFT, the ωB97M-V functional and the def2-TZVPD basis

XYZ file:
```
268
Properties=species:S:1:pos:R:3:forces:R:3
Hf 0.93883 1.07218 4.17477 -1.845 -0.481 0.061
S 1.85442 1.05865 6.80244 -2.582 2.903 3.603
O 2.96003 0.37625 7.38084 0.376 -0.939 -0.464
O 2.25990 2.02114 5.71746 0.252 -0.712 -2.317
O 0.85359 0.16537 5.99760 1.141 -0.347 -0.607
O 1.00960 1.82262 7.72129 1.237 -1.328 -0.572
C -0.21604 -1.49727 0.08302 2.035 -0.191 -0.557
F 0.17145 -2.00312 -1.12725 -0.822 0.261 1.111
F -1.37884 -0.93272 0.01395 -1.404 0.302 -0.497
F -0.23978 -2.44654 1.00056 -0.318 -0.716 -0.278
S 1.03190 -0.26709 0.59230 1.782 3.284 0.113
O 0.86865 -0.18611 2.07392 -0.417 0.425 -0.615
O 2.35759 -0.76332 0.29160 -0.579 -0.567 -0.189
O 0.69787 0.97673 -0.14615 -0.105 -1.929 1.165
C -0.72785 4.49486 7.13888 -1.299 -1.559 -0.866
F -0.37572 3.91424 8.26610 0.186 0.771 -0.160
F -1.78287 5.27282 7.31932 -0.347 0.788 0.806
F 0.22490 5.23514 6.59747 0.485 -0.254 0.157
S -1.43389 3.18936 5.92736 0.628 -0.641 -0.642
O -0.23156 2.88772 5.05279 0.026 -0.936 0.007
O -1.85521 2.01514 6.68782 0.163 1.281 -0.827
O -2.42075 3.91041 5.13780 0.522 -0.531 0.789
C 3.53566 5.65523 -0.45429 -1.375 -0.177 -0.451
O 2.99853 4.48245 0.14465 -0.362 -0.321 -0.187
H 3.70761 5.46839 -1.51333 0.269 0.121 -0.149
H 2.79518 6.45133 -0.36766 0.079 0.323 -0.096
H 4.43412 5.97474 0.02037 0.733 -0.036 0.467
H 2.29873 4.17494 -0.48823 0.609 0.091 0.535
C 0.78755 3.98273 -3.06269 1.017 -0.843 -0.156
O 1.23026 3.52870 -1.78359 0.101 1.083 0.147
H 0.59260 5.02704 -3.04523 0.118 1.063 0.426
H 1.60084 3.81473 -3.80247 -0.647 -0.107 0.185
H -0.14581 3.53789 -3.35149 -0.274 -0.618 -0.332
H 0.97471 2.63635 -1.56978 -0.219 -0.744 -0.148
C -0.97461 6.22981 -0.74092 0.274 -0.185 1.432
O -0.13192 7.35909 -0.80539 -0.051 0.126 -0.199
C -0.79237 8.52221 -1.27930 0.535 -0.046 -1.087
C 0.20981 9.64499 -1.27888 1.740 0.658 0.866
N 0.79177 9.75229 0.05075 0.592 -0.990 1.264
C 1.85515 10.74545 0.14784 -1.268 1.705 -0.177
C 2.64920 10.72851 1.44661 -0.056 -0.519 -0.644
O 3.26967 9.44811 1.49500 -0.196 0.864 -0.426
C 3.74751 9.04308 2.73238 -0.495 -1.563 -0.156
H -1.16479 5.72374 -1.67880 -0.075 0.187 -0.527
H -1.91315 6.49948 -0.24154 -0.097 -0.137 -0.178
H -0.45700 5.51190 -0.08383 -0.194 0.117 -0.265
H -1.69327 8.72738 -0.71561 -0.164 0.168 0.441
H -1.06769 8.36356 -2.31549 -0.431 -0.159 -0.432
H -0.08055 10.65427 -1.57819 -1.038 -0.207 0.055
H 1.06222 9.48859 -1.95623 -0.271 -0.720 -0.530
H 1.13541 8.79842 0.32293 -0.266 1.392 -0.315
H 1.34902 11.78241 0.10901 0.694 -1.316 -0.055
H 2.53751 10.72392 -0.72366 0.059 -0.158 0.251
H 2.00119 10.86023 2.32992 0.131 0.053 -0.271
H 3.39358 11.54637 1.37508 -0.180 -0.321 0.322
H 3.04123 9.14764 3.53025 -0.984 0.287 0.487
H 4.62500 9.53532 3.09321 1.044 0.294 -0.205
H 3.84954 7.95634 2.59066 0.656 0.309 0.422
C -4.50746 -6.92974 3.77496 0.383 -0.737 -1.046
O -3.69717 -5.99116 4.41792 0.626 0.045 -0.600
C -3.48043 -4.83171 3.62249 -1.396 0.795 1.006
C -4.63661 -3.86048 4.02127 0.531 0.182 -0.442
N -4.62955 -2.64638 3.17499 -0.773 -0.650 0.089
C -5.11451 -3.00291 1.83301 0.126 0.032 -0.198
C -4.98527 -1.86251 0.88271 0.885 1.366 -0.899
O -5.68343 -2.21658 -0.31697 0.705 -0.865 1.260
C -5.63780 -1.33193 -1.39073 -0.251 -0.078 -0.185
H -4.68553 -7.74497 4.43927 0.289 -0.692 0.599
H -4.05387 -7.32667 2.82767 -0.176 0.337 0.710
H -5.50239 -6.59949 3.53808 -0.554 0.782 -0.286
H -3.41682 -5.00214 2.53474 -0.082 -0.356 0.432
H -2.56620 -4.34866 3.95526 0.214 -0.241 -0.043
H -4.42935 -3.55480 5.06273 -0.262 -0.194 -0.405
H -5.64075 -4.34581 3.97242 0.699 -0.039 0.105
H -5.34224 -2.05482 3.61371 0.381 0.160 -0.397
H -6.13943 -3.36811 1.76384 -0.356 -0.003 0.434
H -4.52072 -3.78482 1.38634 0.325 -0.461 0.247
H -3.88439 -1.65733 0.67600 -1.077 -0.211 0.063
H -5.37312 -0.93510 1.36301 -0.128 -0.218 -0.501
H -4.63507 -1.12241 -1.82624 -0.315 -0.659 0.143
H -5.96674 -0.39411 -0.99878 -0.601 1.123 -0.199
H -6.37263 -1.75698 -2.11492 0.815 0.642 0.209
C 3.30031 -10.08726 0.81296 -0.127 0.803 -0.002
O 2.74826 -8.75815 0.66346 0.468 -0.897 0.513
C 2.45499 -8.14557 1.92388 0.941 -1.020 -0.249
C 1.50391 -7.01490 1.66829 -0.837 -0.808 0.384
N 1.74591 -6.30745 0.45061 -0.437 1.289 1.383
C 2.89516 -5.44557 0.48560 -0.074 0.979 -1.071
C 2.77956 -4.40600 -0.66347 1.746 -0.471 -0.157
O 2.85553 -5.07588 -1.92845 -0.133 -0.669 0.199
C 3.08750 -4.22323 -3.02295 -0.596 1.556 1.312
H 3.44244 -10.47397 -0.20068 0.031 0.050 0.271
H 2.58618 -10.71608 1.35683 0.067 -0.040 -0.080
H 4.26604 -10.09963 1.36851 -0.514 0.208 -0.368
H 3.38004 -7.76352 2.37619 0.116 -0.244 0.025
H 2.01973 -8.92784 2.57556 0.100 0.516 0.057
H 1.54836 -6.36210 2.52760 -0.303 0.409 0.266
H 0.51951 -7.48962 1.60300 -0.148 0.380 0.102
H 1.84236 -7.01464 -0.20890 0.340 -1.079 -1.919
H 3.86804 -5.93520 0.41398 0.141 -0.361 -0.218
H 2.92345 -4.92997 1.44886 -0.239 0.273 -0.045
H 3.70735 -3.74956 -0.61736 -1.321 -0.059 0.160
H 1.81344 -3.90547 -0.62298 0.173 0.486 0.261
H 4.06417 -3.75281 -2.92465 0.329 0.256 0.100
H 2.32588 -3.37952 -3.04159 0.618 -0.900 -0.230
H 3.11491 -4.76776 -3.93759 -0.392 -0.614 -0.573
C 2.04735 4.07991 3.38458 -1.819 0.132 1.152
O 1.91457 2.63211 3.07188 1.786 1.036 0.165
C 3.21844 2.19024 2.49735 -1.117 -0.339 -2.348
C 3.94640 1.29025 3.44489 -1.178 0.479 0.488
N 3.18562 0.05678 3.65843 -1.616 0.306 0.675
C 3.77099 -0.94311 4.62027 0.501 1.653 -0.121
C 4.86468 -1.71050 3.91431 0.465 -0.685 -0.457
O 4.36857 -2.51727 2.85033 0.771 0.325 -0.351
C 5.41731 -3.13449 2.05631 -0.636 0.949 1.034
H 2.22748 4.52648 2.41118 0.443 0.336 0.203
H 2.76034 4.26845 4.22406 -0.159 -0.432 -1.031
H 1.05396 4.43183 3.78409 0.951 -0.590 -0.529
H 3.79475 3.08910 2.21157 -0.334 -0.515 0.241
H 2.89051 1.68481 1.52056 0.766 0.543 1.276
H 4.04637 1.87402 4.36433 0.197 -0.585 0.181
H 4.87246 1.05188 3.03611 1.959 -0.117 -0.738
H 3.03619 -0.41297 2.76414 0.065 0.074 -0.012
H 2.91599 -1.45924 5.07597 0.669 -0.272 -0.098
H 4.31726 -0.32920 5.37567 -0.773 -0.608 -0.118
H 5.40674 -2.38284 4.58642 -0.020 0.201 0.370
H 5.61062 -0.96861 3.53967 -0.364 -0.407 0.042
H 5.96831 -2.37522 1.47541 -0.065 -0.204 0.280
H 4.86475 -3.76305 1.37532 0.265 -0.424 -0.139
H 6.09007 -3.68131 2.74555 -0.192 0.032 -0.585
C -1.96877 6.76107 2.97888 0.770 -0.276 -1.440
O -2.84685 5.74119 2.57458 -0.194 0.086 0.150
C -4.13633 5.78255 3.13237 -0.436 -0.541 0.412
C -4.77852 4.42318 2.76196 -0.561 1.699 -1.157
N -4.80868 4.34968 1.28103 -0.410 0.153 0.251
C -4.93104 2.98743 0.80396 -1.622 0.342 1.474
C -4.30443 2.65271 -0.47602 1.475 -0.359 -0.772
O -2.88376 2.80311 -0.39651 -0.147 -0.204 0.352
C -2.17466 2.22870 -1.46966 0.318 0.082 -0.958
H -1.80105 6.78849 4.04795 -0.033 -0.075 0.361
H -2.24429 7.76333 2.59768 -0.145 -0.330 0.216
H -1.05610 6.44438 2.43387 -0.018 0.644 0.627
H -4.67572 6.67817 2.78030 -0.162 -0.432 -0.352
H -4.11232 5.89627 4.22058 0.287 -0.253 0.119
H -5.81190 4.38303 3.12944 0.240 -0.101 0.132
H -4.18871 3.61311 3.16876 0.228 -0.181 0.455
H -3.93412 4.72246 0.97788 0.684 0.229 -0.339
H -6.01291 2.70775 0.72977 0.614 0.194 0.022
H -4.52671 2.38447 1.60891 0.210 -0.943 -0.023
H -4.66117 3.22479 -1.31970 -0.336 0.408 -0.309
H -4.49536 1.61075 -0.67160 -0.340 -0.670 -0.238
H -1.14759 2.62750 -1.41882 -0.463 -0.152 -0.006
H -2.62776 2.50896 -2.43573 0.208 0.127 0.198
H -2.09081 1.11487 -1.52795 -0.387 0.541 0.684
C -0.67370 3.09641 1.88547 -0.738 -0.621 0.070
O -0.76360 1.82906 2.62748 2.699 1.348 -0.552
C -2.06646 1.38037 2.65272 0.098 -0.893 1.467
C -2.04899 -0.01771 3.18289 -1.291 -1.030 -0.361
N -1.28970 -0.14111 4.39939 2.369 0.428 1.316
C -1.22692 -1.43697 5.12937 -1.407 -0.426 -0.378
C -0.56006 -2.55292 4.34083 1.188 3.291 -0.396
O 0.72623 -1.99784 4.00232 0.096 0.122 -0.578
C 1.50790 -2.92182 3.25543 -1.008 -0.827 -0.096
H -1.53261 3.01486 1.22560 0.477 0.435 -0.653
H 0.28606 3.20044 1.35890 -0.482 -0.265 0.295
H -0.91799 3.91930 2.54313 0.305 0.227 0.436
H -2.50880 1.49574 1.69248 -0.483 -0.296 -0.861
H -2.60391 1.95604 3.37626 -0.731 0.812 0.436
H -1.64612 -0.74341 2.47959 0.101 0.112 -0.106
H -3.10074 -0.27915 3.31570 -0.150 -0.328 0.185
H -1.50815 0.47037 5.18464 -0.854 0.722 -0.407
H -2.25043 -1.72587 5.40779 -0.073 -0.157 -0.354
H -0.77072 -1.23423 6.09656 0.444 -0.149 -0.363
H -1.08095 -2.83017 3.43765 -0.321 -0.145 -0.319
H -0.33696 -3.35402 4.94646 -0.158 -2.230 1.461
H 1.94766 -3.62783 3.94494 0.422 -0.333 0.340
H 2.30838 -2.47777 2.67215 -0.375 0.331 0.085
H 0.84374 -3.52397 2.60191 0.433 0.346 0.117
C 6.82739 -1.06053 -4.03871 0.938 1.369 -1.242
C 6.13632 0.27067 -4.50948 -0.801 -1.114 -1.043
C 4.72754 -0.04303 -5.14657 0.869 -2.839 -0.128
C 3.66977 -0.61577 -4.14524 -0.383 1.921 -1.619
C 3.47373 0.49776 -3.13374 -0.265 -0.937 0.752
C 4.80404 0.85297 -2.44294 0.891 1.533 -0.374
N 5.83158 1.24748 -3.48407 0.858 -0.756 0.713
O 7.12929 1.46971 -2.80152 -1.250 0.256 -0.312
C 4.55987 2.18207 -1.74660 1.808 0.645 0.738
C 5.25195 -0.20046 -1.39077 -0.209 2.227 -0.428
C 7.07411 0.91431 -5.56590 0.004 0.048 0.542
H 7.27632 -1.52355 -4.93330 -0.287 0.031 0.238
H 6.18811 -1.76298 -3.59108 -0.960 -0.843 0.659
H 7.67264 -0.85218 -3.37983 -0.202 0.128 0.091
H 4.26262 0.78052 -5.65168 0.073 0.836 -0.114
H 4.90293 -0.82020 -5.94323 -0.041 0.665 0.565
H 3.88281 -1.53016 -3.66003 0.714 -1.046 0.302
H 2.74204 -0.78375 -4.74654 0.526 0.091 0.556
H 2.83852 0.14992 -2.29300 -0.029 0.346 -0.439
H 2.96091 1.32919 -3.65227 0.591 -0.003 0.534
H 3.91176 2.07158 -0.92405 -1.134 -0.182 0.963
H 5.47063 2.69090 -1.29529 -0.726 -0.900 -0.651
H 4.13893 2.88046 -2.43131 -0.418 0.586 -0.562
H 4.55303 0.03098 -0.57065 0.686 -0.628 0.135
H 5.07113 -1.15965 -1.77632 -0.096 -1.526 -0.188
H 6.32447 -0.02980 -1.17266 -0.741 -0.199 0.203
H 7.14638 0.34775 -6.51634 -0.182 0.234 0.635
H 8.07993 1.05100 -5.13727 -0.276 -0.323 -0.194
H 6.71373 1.92091 -5.73894 -0.203 0.229 -0.410
H 7.17266 2.41832 -2.94190 0.408 0.163 0.222
C -3.16708 0.76474 -6.87345 2.086 0.587 -0.665
C -3.23586 0.71485 -5.34647 0.587 0.319 0.427
C -3.73023 -0.66969 -4.89025 -0.982 -0.107 -1.316
C -2.68988 -1.76820 -4.92254 1.801 2.408 -0.836
C -1.50966 -1.25039 -4.05331 -2.014 -0.167 1.497
C -0.83057 -0.03230 -4.60648 -0.853 0.387 -0.375
N -1.94102 1.02881 -4.63484 0.695 -0.131 -0.996
O -1.46446 2.33115 -5.06050 0.099 -0.590 0.397
C 0.25000 0.41560 -3.62416 -1.653 -2.364 1.037
C -0.11721 -0.43154 -5.93535 -0.365 0.906 1.324
C -4.26707 1.71752 -4.85162 -0.190 1.303 -1.309
H -2.64173 -0.11432 -7.26936 -0.754 -0.125 -0.064
H -2.50955 1.57608 -7.29749 -0.614 -0.299 0.782
H -4.12231 0.96179 -7.33233 -0.403 -0.445 -0.097
H -4.11537 -0.61156 -3.87650 -0.197 0.147 0.107
H -4.59009 -0.86142 -5.60516 0.693 -0.143 0.991
H -2.28142 -1.84753 -5.96152 -0.609 -0.604 0.756
H -3.06463 -2.66934 -4.53175 -0.408 -1.269 0.145
H -0.75770 -2.00511 -3.96682 0.478 -0.677 0.351
H -1.93956 -1.00017 -2.99886 0.860 -0.499 -1.532
H 0.85724 1.10823 -4.07268 1.774 1.630 -0.907
H -0.21992 0.83951 -2.75447 -0.221 0.354 0.406
H 0.79395 -0.48376 -3.23621 -0.144 0.810 -0.634
H -0.78181 -0.77480 -6.70487 -0.049 -0.504 -0.243
H 0.32299 0.47861 -6.27362 0.700 0.656 -0.646
H 0.69107 -1.12281 -5.66269 -0.346 -0.016 -0.393
H -3.95540 2.78000 -4.94734 0.146 -0.717 0.041
H -4.49903 1.52826 -3.83673 -0.279 -0.124 1.134
H -5.19206 1.65579 -5.45221 0.266 -0.252 0.304
H -1.14920 2.33203 -5.98401 -0.252 -0.520 0.238
C -5.54589 -6.10556 -3.12421 0.111 0.095 -0.767
C -4.10589 -5.61386 -2.92516 1.429 -0.111 -1.806
C -4.10633 -4.18587 -2.36660 -1.009 -0.898 1.634
C -2.80101 -3.73717 -1.77429 0.700 -1.207 0.650
C -2.33427 -4.78330 -0.74924 -0.440 0.110 0.442
C -2.24927 -6.21640 -1.23813 0.314 0.444 0.104
N -3.51107 -6.54757 -1.92881 -0.111 -0.711 -0.060
O -3.20461 -7.81316 -2.57515 -0.148 0.318 -0.242
C -1.01660 -6.39095 -2.05721 0.118 -0.540 -2.156
C -2.09736 -7.14406 -0.05738 -0.143 1.299 1.662
C -3.36430 -5.61776 -4.31689 -0.357 -0.571 0.270
H -5.95742 -6.08448 -2.13135 -0.616 -0.411 0.339
H -5.56766 -7.11250 -3.59018 0.023 0.424 0.533
H -6.18053 -5.48056 -3.78506 0.606 -0.005 0.336
H -4.54285 -3.48374 -3.05553 -0.132 0.168 -0.525
H -4.81376 -4.27459 -1.52211 0.055 0.476 -0.165
H -2.79635 -2.77420 -1.28451 -0.517 0.423 0.055
H -2.03117 -3.67413 -2.51248 0.580 0.136 -0.802
H -2.98570 -4.82908 0.11372 -0.692 0.401 0.247
H -1.37920 -4.53071 -0.31470 0.596 0.154 -0.067
H -0.81133 -5.53190 -2.68076 0.006 0.257 -0.402
H -0.11817 -6.55973 -1.51138 0.492 -0.053 0.858
H -1.17618 -7.26680 -2.70206 0.380 0.355 0.021
H -2.97249 -6.99985 0.58597 0.084 -0.291 0.126
H -2.00578 -8.15403 -0.32036 -0.138 -1.480 -0.665
H -1.18069 -6.93421 0.53820 -0.601 0.320 -0.456
H -3.95331 -4.97071 -4.94938 -0.467 0.071 -0.451
H -3.37032 -6.65782 -4.76632 0.404 1.332 0.531
H -2.38155 -5.10913 -4.32345 -0.201 -0.806 0.279
H -3.99002 -8.36721 -2.58582 -0.330 0.319 0.428
```
Positions in Å, forces in eV/Å.

The gap between HOMO and LUMO is 8.90 eV. The energy comes out at -7011.6469 Eh. The HOMO energy is -8.54 eV. The value obtained for the energy above the lowest of the compared OMol25 structures with the same formula, charge and spin is 0.0 kJ/mol. Its LUMO energy is 0.0130 Eh.

Here are the Löwdin charges for atoms 1 to 2, given in e: Hf 1.913; S 0.360


No. 2
Molecular formula: C10H5F7O2S
Method: DFT, the ωB97M-V functional and the def2-TZVPD basis

XYZ file:
```
25
Properties=species:S:1:pos:R:3:forces:R:3
O 2.42081 -0.71243 1.48742 -0.289 1.001 -0.578
O 0.70620 -0.05089 -1.47524 -0.708 -1.681 0.620
F -3.39758 -3.46673 -0.93130 1.265 1.065 -1.115
F -2.70497 -3.31812 -3.03152 -0.332 0.847 0.958
F -4.30426 -2.04871 -2.20110 -0.619 0.447 -0.983
F -0.18417 -2.51653 -2.29320 0.020 -0.438 -0.412
F -0.87552 -2.94460 -0.23750 -0.127 0.925 -1.006
F -1.99353 -0.53940 -2.65485 -0.269 -1.242 0.367
F -2.62982 -0.63970 -0.58101 0.226 -1.366 -0.845
S 0.69111 2.72248 0.48481 1.133 0.124 1.020
C 1.54442 0.06943 1.14260 0.585 -0.734 1.764
C 0.16449 -0.82544 -0.70948 -0.175 2.150 0.638
C 1.62642 4.01096 1.19537 -0.387 -0.040 -0.577
C 2.66968 3.62436 1.96317 -0.678 -2.831 -0.122
C 2.71164 2.14547 2.04085 -0.529 1.204 -0.568
C 1.70858 1.54372 1.30205 0.471 0.341 -0.265
C 0.19266 -0.55296 0.82677 0.684 -0.695 -1.456
C -3.13391 -2.59502 -1.97463 -0.728 -0.815 0.950
C -0.75606 -1.97727 -1.22317 0.834 0.381 0.892
C -2.14314 -1.41423 -1.62617 0.225 0.369 0.838
H 1.38977 5.03045 0.95476 -0.220 0.157 -0.090
H 3.33666 4.28797 2.46547 0.304 0.234 0.188
H 3.44136 1.56912 2.60032 -0.130 0.089 -0.119
H 0.12704 -1.50871 1.35684 0.002 0.361 0.047
H -0.60789 0.10678 1.11877 -0.559 0.148 -0.146
```
Positions in Å, forces in eV/Å.

The gap between HOMO and LUMO is 9.36 eV. The energy comes out at -1631.7746 Eh. The HOMO energy is -9.58 eV. The value obtained for the energy above the lowest of the compared OMol25 structures with the same formula, charge and spin is 23.5 kJ/mol. The SMILES is O=C(CC(=O)C(F)(F)C(F)(F)C(F)(F)F)c1cccs1. Its LUMO energy is -0.0082 Eh.

Here are the Löwdin charges for atoms 1 to 2, given in e: O 0.094; O 0.147